Density functional theory data (wB97M-V/def2-TZVPD) for a structure of composition CHI2NO2 at a distorted geometry.

Cartesian coordinates (Å):
C 0.2322 -0.1141 0.8207
N -2.2106 1.0206 0.9340
O -2.1854 2.2481 0.8268
O -2.9577 0.1845 1.3675
I -0.5510 -1.9583 1.5352
I 1.5087 1.0126 1.8617
H 0.1881 0.2058 -0.2283

## Properties
HOMO (spin up / spin down): -9.8 / -8.3 eV
Kohn-Sham gap (spin up / spin down): 8.91 / 6.78 eV
LUMO (spin up / spin down): -0.9 / -1.5 eV
total charge: 0